{
  "formula": "C3H5F2NO2",
  "method": "ωB97M-V/def2-TZVPD",
  "homo_energy_ev": [-9.66, -9.25],
  "total_charge": 0,
  "total_energy_ev": -14205.209,
  "de_lowest_kcal_mol": 166.5,
  "multiplicity": 1,
  "species": ["C", "C", "C", "N", "O", "O", "F", "F", "H", "H", "H", "H", "H"],
  "coordinates": [[1.57, 0.74, -0.24], [0.60, -0.34, -0.63], [-1.86, 0.35, 0.29], [0.35, -1.30, 0.30], [-0.34, -2.29, 0.01], [0.77, -1.16, 1.44], [-2.45, 0.91, -0.68], [-2.17, 0.93, 1.44], [2.33, 0.67, -1.04], [1.08, 1.78, -0.42], [1.87, 0.60, 0.81], [0.18, -0.14, -1.70], [-1.93, -0.76, 0.41]],
  "mulliken_charge": [-0.837, -0.217, 0.273, 0.874, -0.590, -0.608, -0.188, -0.213, 0.289, 0.242, 0.365, 0.368, 0.243]
}